No. 1
{"formula": "C24H21Br2N2O10", "method": "ωB97M-V/def2-TZVPD", "species": ["C", "C", "N", "C", "C", "C", "N", "C", "C", "C", "C", "O", "O", "C", "Br", "C", "C", "Br", "H", "H", "H", "H", "H", "H", "H", "H", "H", "H", "H", "H", "H", "C", "C", "C", "O", "C", "C", "C", "O", "O", "O", "H", "H", "H", "H", "C", "C", "C", "O", "C", "C", "C", "O", "O", "O", "H", "H", "H", "H"], "coordinates": [[6.007, -1.880, -0.245], [4.918, -1.094, -0.911], [5.106, -0.079, -1.643], [3.463, -1.495, -0.698], [2.637, -0.256, -0.490], [2.967, 0.595, 0.553], [2.257, 1.714, 0.751], [1.236, 2.088, -0.029], [0.857, 1.281, -1.075], [1.555, 0.103, -1.290], [1.142, -0.814, -2.395], [1.235, -0.532, -3.530], [0.679, -1.973, -1.878], [-0.421, -2.542, -2.516], [-0.074, -3.791, -3.874], [-1.609, -2.198, -2.051], [-1.760, -1.158, -1.006], [-3.189, -2.996, -2.702], [5.766, -2.098, 0.790], [6.907, -1.274, -0.251], [6.230, -2.791, -0.790], [6.101, 0.111, -1.745], [3.135, -2.019, -1.588], [3.364, -2.162, 0.152], [3.775, 0.385, 1.230], [2.513, 2.304, 1.531], [0.732, 3.009, 0.201], [0.043, 1.547, -1.728], [-1.628, -0.152, -1.384], [-2.757, -1.185, -0.590], [-1.067, -1.279, -0.180], [2.100, -2.236, 3.459], [1.368, -1.729, 2.462], [0.542, -0.482, 2.636], [-0.078, -0.072, 1.665], [0.530, 0.166, 3.929], [1.259, -0.343, 4.937], [2.104, -1.578, 4.759], [2.750, -1.963, 5.709], [1.292, 0.193, 6.141], [1.325, -2.278, 1.246], [2.699, -3.129, 3.345], [-0.079, 1.051, 4.045], [1.889, -0.364, 6.680], [0.721, -1.727, 0.713], [-5.453, 3.849, -1.042], [-4.368, 3.108, -1.281], [-4.456, 1.726, -1.863], [-3.408, 1.127, -2.066], [-5.761, 1.176, -2.146], [-6.858, 1.911, -1.906], [-6.772, 3.308, -1.346], [-7.807, 3.914, -1.173], [-8.082, 1.475, -2.139], [-3.126, 3.525, -1.029], [-5.400, 4.845, -0.626], [-5.810, 0.174, -2.550], [-8.689, 2.197, -1.885], [-2.553, 2.786, -1.301]], "mulliken_charge": [-1.402, 0.290, -0.527, -0.426, 0.081, -0.119, 0.185, -1.026, -0.683, 0.738, -0.132, -0.470, -0.112, -0.043, -0.047, 0.401, -0.516, -0.126, 0.336, 0.459, 0.317, 0.280, 0.654, 0.273, 0.494, 0.352, 0.517, 0.834, 0.023, 0.665, -0.043, -0.739, 0.477, 0.854, -0.423, -1.330, 0.404, 0.939, -0.575, -0.558, -0.582, 0.532, 0.515, 0.367, -0.089, -0.954, 0.296, 1.006, -0.517, -1.126, 0.435, 0.982, -0.586, -0.553, -0.577, 0.440, 0.472, 0.367, 0.299], "charge": 1, "energy_ev": -188760.642, "lumo_energy_ev": -4.46, "orbital_gap_ev": 7.056, "homo_ha": -0.423}



No. 2
{"formula": "C24H21BrCl5IrN7OS", "method": "ωB97M-V/def2-TZVPD", "species": ["Ir", "N", "N", "C", "N", "S", "H", "H", "H", "H", "H", "Br", "C", "C", "C", "N", "C", "C", "H", "H", "H", "H", "C", "N", "C", "C", "O", "N", "C", "N", "H", "H", "H", "H", "H", "H", "H", "Cl", "C", "C", "C", "Cl", "C", "Cl", "C", "Cl", "C", "Cl", "C", "C", "C", "C", "C", "C", "C", "C", "H", "H", "H", "H", "H"], "coordinates": [[0.454, 0.147, 0.520], [0.624, 0.103, 3.044], [1.762, 0.812, 3.447], [2.858, 0.807, 2.672], [3.921, 1.465, 3.145], [2.940, -0.016, 1.198], [-0.210, 0.590, 3.354], [0.641, -0.842, 3.425], [1.773, 1.237, 4.363], [3.889, 2.018, 3.985], [4.733, 1.539, 2.556], [-1.385, -6.407, 0.963], [-0.889, -4.606, 0.936], [0.446, -4.255, 0.823], [0.768, -2.911, 0.802], [-0.161, -1.948, 0.883], [-1.448, -2.299, 0.978], [-1.858, -3.618, 1.018], [1.224, -5.001, 0.754], [1.798, -2.587, 0.722], [-2.161, -1.486, 0.998], [-2.907, -3.862, 1.095], [-5.106, 1.686, -2.436], [-3.785, 1.330, -1.979], [-2.582, 1.684, -2.725], [-1.612, 0.929, -1.898], [-0.302, 0.879, -2.277], [-2.172, 0.140, -0.945], [-3.455, 0.407, -1.027], [-4.421, -0.196, -0.260], [-5.075, 2.689, -2.858], [-5.813, 1.715, -1.608], [-5.481, 0.999, -3.200], [-2.419, 2.771, -2.740], [-2.631, 1.352, -3.778], [-4.108, -0.466, 0.661], [-5.328, 0.239, -0.254], [1.917, 2.994, -0.537], [0.450, 3.198, 0.368], [-0.211, 2.075, 0.864], [-1.373, 2.326, 1.587], [-2.249, 0.994, 2.341], [-1.886, 3.606, 1.793], [-3.339, 3.846, 2.679], [-1.205, 4.700, 1.271], [-1.810, 6.286, 1.512], [-0.022, 4.495, 0.562], [0.832, 5.847, -0.063], [0.544, 0.181, -1.509], [1.584, -0.516, -1.750], [2.715, -1.331, -1.935], [4.005, -0.770, -1.969], [5.111, -1.581, -2.135], [4.959, -2.957, -2.269], [3.688, -3.525, -2.239], [2.573, -2.726, -2.073], [4.115, 0.301, -1.861], [6.099, -1.142, -2.166], [5.828, -3.586, -2.404], [3.572, -4.594, -2.359], [1.580, -3.156, -2.067]], "mulliken_spin": [1.790, 0.046, 0.004, -0.001, 0.017, 0.191, -0.012, -0.003, 0.001, -0.002, 0.000, 0.000, -0.002, 0.004, 0.005, 0.098, -0.019, 0.004, 0.001, 0.002, 0.006, 0.001, -0.004, 0.040, -0.012, 0.612, 0.056, 0.038, 0.193, 0.039, 0.000, 0.002, 0.003, 0.041, 0.046, -0.001, 0.001, 0.005, 0.014, 0.259, -0.080, 0.002, -0.030, 0.002, 0.013, 0.001, -0.017, 0.002, -0.121, 0.481, -0.013, 0.146, -0.066, 0.142, -0.071, 0.138, 0.002, -0.002, 0.009, -0.002, 0.001], "charge": 1, "energy_ev": -184026.093, "lumo_energy_ev": [-2.59, -3.62], "orbital_gap_ev": [5.192, 7.126], "homo_ha": [-0.286, -0.395], "spin_multiplicity": 5}



No. 3
{"formula": "C24H21F3N3O5PdS", "method": "ωB97M-V/def2-TZVPD", "species": ["Pd", "C", "C", "C", "C", "C", "C", "C", "C", "N", "C", "O", "C", "C", "C", "C", "C", "N", "C", "O", "N", "C", "C", "C", "C", "C", "C", "C", "C", "H", "H", "H", "H", "H", "H", "H", "H", "H", "H", "H", "H", "H", "H", "H", "H", "H", "H", "H", "H", "H", "F", "C", "F", "F", "S", "O", "O", "O"], "coordinates": [[-0.003, -0.341, -0.192], [-3.705, -2.484, 0.722], [-3.861, -1.522, -0.424], [-5.029, -1.496, -1.201], [-5.007, -0.942, -2.470], [-3.886, -0.216, -2.932], [-2.721, -0.127, -2.188], [-1.492, 0.507, -2.754], [-2.803, -0.670, -0.856], [-1.902, -0.329, 0.113], [-2.244, -0.117, 1.421], [-3.415, 0.041, 1.855], [-1.108, -0.120, 2.364], [-1.184, -0.181, 3.769], [-0.027, -0.335, 4.531], [1.191, -0.466, 3.854], [1.200, -0.346, 2.462], [0.082, -0.230, 1.770], [2.364, -0.521, 1.586], [3.486, -0.655, 2.188], [2.029, -0.415, 0.287], [2.995, -0.650, -0.659], [3.382, 0.369, -1.575], [2.635, 1.666, -1.646], [4.479, 0.116, -2.408], [5.196, -1.076, -2.347], [4.740, -2.076, -1.494], [3.666, -1.917, -0.667], [3.180, -3.082, 0.132], [-3.883, -3.498, 0.346], [-4.457, -2.343, 1.520], [-2.681, -2.490, 1.101], [-5.950, -1.921, -0.821], [-5.886, -0.952, -3.087], [-3.915, 0.278, -3.891], [-1.636, 0.526, -3.855], [-0.624, -0.190, -2.591], [-1.256, 1.502, -2.384], [-2.188, -0.151, 4.195], [-0.056, -0.337, 5.615], [2.108, -0.694, 4.383], [3.053, 2.447, -0.959], [1.573, 1.530, -1.354], [2.660, 2.084, -2.643], [4.762, 0.908, -3.144], [6.067, -1.226, -2.987], [5.283, -3.021, -1.527], [3.488, -4.011, -0.351], [2.078, -3.036, 0.123], [3.504, -3.110, 1.187], [-0.691, 5.506, 2.453], [-0.568, 5.327, 1.127], [0.596, 5.871, 0.708], [-1.609, 5.805, 0.461], [-0.521, 3.453, 0.810], [-1.738, 2.971, 1.486], [0.716, 3.037, 1.472], [-0.465, 3.347, -0.636]], "mulliken_spin": [1.531, 0.007, 0.167, -0.056, 0.202, 0.019, 0.126, 0.054, 0.263, 0.270, 0.002, 0.159, -0.015, 0.014, -0.009, 0.009, -0.004, 0.138, -0.017, 0.115, 0.219, 0.203, 0.197, 0.022, -0.033, 0.193, 0.036, 0.110, 0.002, 0.009, 0.013, -0.005, 0.003, 0.005, 0.003, 0.003, -0.021, 0.001, 0.000, 0.000, 0.001, 0.017, -0.006, 0.007, 0.005, -0.006, 0.005, 0.001, 0.004, 0.006, 0.001, 0.007, 0.001, 0.001, 0.003, 0.001, 0.006, 0.008], "charge": 1, "energy_ev": -62392.343, "lumo_energy_ev": [-3.91, -7.19], "orbital_gap_ev": [7.279, 3.990], "homo_ha": [-0.411, -0.411], "spin_multiplicity": 5, "e_above_lowest_ev": 2.642}



No. 4
{"formula": "C24H21IN3O2Pb", "method": "ωB97M-V/def2-TZVPD", "species": ["Pb", "C", "O", "C", "N", "C", "C", "C", "C", "C", "C", "C", "C", "C", "C", "C", "C", "N", "C", "N", "C", "C", "O", "C", "C", "C", "C", "C", "C", "H", "H", "H", "H", "H", "H", "H", "H", "H", "H", "H", "H", "H", "H", "H", "H", "H", "H", "H", "I", "C", "H", "H"], "coordinates": [[3.994, -12.271, 8.365], [4.202, -11.324, 12.736], [5.101, -12.363, 12.354], [5.300, -12.368, 11.107], [4.725, -11.393, 10.407], [3.897, -10.621, 11.384], [2.459, -10.557, 10.894], [1.739, -11.694, 10.568], [0.414, -11.610, 10.133], [-0.244, -10.375, 10.067], [0.464, -9.242, 10.366], [1.783, -9.321, 10.778], [6.041, -13.476, 10.454], [6.914, -14.287, 11.085], [7.397, -15.429, 10.360], [7.087, -15.533, 8.939], [6.237, -14.579, 8.396], [5.673, -13.664, 9.194], [5.785, -14.493, 7.006], [5.140, -13.481, 6.577], [4.569, -13.850, 5.269], [5.194, -15.232, 5.001], [5.950, -15.526, 6.236], [3.036, -13.738, 5.423], [2.183, -14.728, 5.925], [0.969, -14.448, 6.496], [0.466, -13.120, 6.498], [1.286, -12.140, 5.910], [2.475, -12.381, 5.395], [4.702, -10.593, 13.348], [3.354, -11.859, 13.156], [4.190, -9.569, 11.453], [2.203, -12.670, 10.748], [-0.139, -12.555, 9.907], [-1.257, -10.336, 9.802], [-0.076, -8.347, 10.376], [2.401, -8.441, 10.998], [7.246, -14.149, 12.161], [8.039, -16.166, 10.937], [7.479, -16.434, 8.411], [4.901, -13.156, 4.464], [5.925, -15.304, 4.165], [4.475, -16.078, 4.897], [2.589, -15.712, 5.944], [0.349, -15.295, 6.880], [-0.470, -12.714, 6.814], [0.797, -11.205, 6.022], [3.165, -11.634, 4.865], [10.476, -8.032, 5.072], [12.296, -9.029, 5.170], [12.581, -9.128, 6.230], [12.858, -9.570, 4.419]], "mulliken_charge": [1.283, -0.562, -0.376, -0.010, -0.519, 0.050, 0.435, -0.231, -0.709, -0.695, -0.737, -0.692, 0.839, -0.373, -0.421, -0.411, 0.733, -0.274, -0.112, -0.444, -0.022, -0.556, -0.380, 0.365, -0.044, -0.925, -0.433, -0.325, -0.645, 0.341, 0.405, 0.657, 0.634, 0.426, 0.534, 0.483, 0.322, 0.436, 0.429, 0.466, 0.531, 0.314, 0.273, 0.331, 0.417, 0.508, 0.436, 0.245, 0.616, -0.291, 0.319, 0.356], "charge": 3, "energy_ev": -47113.251, "lumo_energy_ev": [-11.44, -11.44], "orbital_gap_ev": [4.637, 4.638], "homo_ha": [-0.591, -0.591]}